No. 1
163
Properties=species:S:1:pos:R:3:mulliken_charge:R:1 method="wB97M-V/def2-TZVPD" de_lowest_kj_mol=542.6 homo_ev=-19.26 charge=+5 orbital_gap_ev=9.60
C -2.238 5.294 6.165 -1.373
C -1.404 4.493 5.182 -0.016
C -2.106 3.139 4.931 -1.181
N -1.551 2.368 3.734 0.761
C -1.749 3.230 2.485 -1.141
C -2.156 1.017 3.622 -0.430
C -1.239 0.074 4.353 -0.917
C 0.104 0.458 3.934 0.176
C -0.023 2.024 4.009 -0.637
H -2.253 4.927 7.191 0.356
H -3.266 5.159 5.829 0.357
H -1.900 6.319 6.010 0.365
H -0.410 4.492 5.629 0.362
H -1.154 5.153 4.351 0.279
H -3.153 3.335 4.698 0.591
H -2.144 2.562 5.855 0.432
H -2.769 3.596 2.367 0.453
H -1.320 2.712 1.627 -0.002
H -1.118 4.119 2.504 0.464
H -2.125 0.869 2.543 0.042
H -3.210 1.060 3.895 0.406
H -1.327 -0.965 4.034 0.486
H -1.307 0.048 5.440 0.419
H 0.452 0.120 2.958 -0.502
H 0.773 0.148 4.737 0.568
H 0.559 2.610 3.299 0.089
H 0.234 2.300 5.032 0.387
C 3.163 5.671 -1.792 -1.404
C 2.952 4.574 -0.759 0.448
C 4.113 4.599 0.259 -1.010
N 4.041 3.560 1.479 0.362
C 2.838 4.057 2.350 -0.973
C 5.381 3.429 2.198 -0.729
C 5.483 1.922 2.685 -0.743
C 4.249 1.244 2.140 0.061
C 3.781 2.141 0.987 -0.605
H 4.202 5.496 -2.070 0.392
H 3.076 6.622 -1.266 0.354
H 2.450 5.596 -2.612 0.340
H 2.932 3.553 -1.140 0.121
H 1.914 4.794 -0.509 0.071
H 4.304 5.544 0.768 0.457
H 5.028 4.273 -0.237 0.540
H 3.204 4.970 2.820 0.398
H 2.681 3.261 3.078 0.599
H 1.917 4.372 1.861 0.124
H 5.514 4.222 2.934 0.527
H 6.192 3.556 1.481 0.306
H 5.407 2.124 3.754 0.276
H 6.417 1.412 2.450 0.383
H 3.440 1.135 2.863 0.028
H 4.454 0.193 1.934 0.418
H 2.765 1.997 0.620 -0.147
H 4.458 2.127 0.132 0.449
C 4.467 -0.886 -0.994 -1.087
C 3.867 -1.156 -2.358 -0.586
C 2.932 -0.068 -2.996 -0.424
N 2.161 -0.598 -4.247 0.451
C 3.084 -0.757 -5.434 -0.960
C 1.019 0.358 -4.631 -1.144
C -0.178 -0.467 -4.246 0.404
C 0.084 -1.873 -4.609 -0.708
C 1.418 -1.968 -3.866 -0.774
H 5.242 -0.124 -0.907 0.517
H 4.954 -1.793 -0.635 0.444
H 3.629 -0.556 -0.380 -0.051
H 3.485 -2.171 -2.460 0.437
H 4.646 -1.108 -3.119 0.352
H 3.503 0.798 -3.329 0.658
H 2.192 0.290 -2.281 -0.140
H 3.628 -1.701 -5.450 0.328
H 3.745 0.107 -5.497 0.366
H 2.463 -0.855 -6.325 0.462
H 1.067 0.658 -5.677 0.281
H 1.275 1.244 -4.050 0.478
H -0.959 -0.010 -4.854 0.681
H -0.418 -0.577 -3.188 -0.458
H 0.182 -1.963 -5.691 0.421
H -0.652 -2.596 -4.258 0.269
H 2.048 -2.844 -4.023 0.418
H 1.132 -1.914 -2.816 0.303
C -4.447 -7.218 -1.386 -1.442
C -3.572 -5.980 -1.494 -0.219
C -4.284 -4.695 -1.212 -0.716
N -3.616 -3.301 -1.553 0.347
C -3.702 -3.107 -3.081 -0.936
C -2.216 -3.046 -0.863 -0.279
C -2.542 -2.260 0.483 0.404
C -4.088 -1.971 0.544 -0.900
C -4.425 -2.161 -0.949 -0.766
H -5.225 -7.372 -2.133 0.392
H -4.788 -7.313 -0.355 0.358
H -3.720 -8.027 -1.459 0.415
H -3.030 -6.016 -2.439 0.428
H -2.754 -6.008 -0.775 0.044
H -4.534 -4.722 -0.151 0.406
H -5.239 -4.622 -1.731 0.517
H -3.326 -2.107 -3.300 0.369
H -4.732 -3.140 -3.437 0.387
H -3.112 -3.771 -3.713 0.330
H -1.651 -2.413 -1.548 -0.280
H -1.769 -4.037 -0.946 0.546
H -2.089 -1.271 0.413 -0.454
H -2.081 -2.649 1.391 0.319
H -4.146 -0.989 1.014 0.476
H -4.660 -2.656 1.169 0.389
H -4.176 -1.268 -1.523 0.315
H -5.478 -2.253 -1.214 0.565
C -4.629 6.452 -0.499 -1.379
C -3.798 5.763 -1.598 -0.231
C -3.753 4.260 -1.256 -0.858
N -2.586 3.365 -1.898 0.792
C -2.910 1.867 -1.494 -0.666
C -1.252 3.852 -1.292 0.109
C -0.193 3.496 -2.317 1.709
C -0.808 3.633 -3.603 -0.765
C -2.353 3.430 -3.442 -0.483
H -4.044 6.409 0.420 0.333
H -5.660 6.136 -0.342 0.353
H -4.741 7.496 -0.790 0.422
H -2.811 6.226 -1.603 0.266
H -4.218 5.960 -2.585 0.423
H -4.671 3.858 -1.685 0.509
H -3.748 4.037 -0.189 0.417
H -2.390 1.116 -2.090 0.019
H -3.951 1.769 -1.802 0.542
H -2.682 1.830 -0.429 0.106
H -0.912 3.550 -0.301 -0.795
H -1.223 4.941 -1.256 0.409
H 0.179 2.483 -2.158 -0.702
H 0.667 4.162 -2.251 -0.868
H -0.266 2.858 -4.145 0.205
H -0.618 4.640 -3.974 0.427
H -2.684 2.450 -3.785 0.292
H -2.928 4.250 -3.873 0.365
C 2.256 -8.917 0.396 -1.247
C 1.792 -7.836 1.341 -0.482
C 1.274 -6.571 0.534 -1.039
N 1.038 -5.279 1.374 0.691
C -0.293 -5.539 2.181 -0.682
C 0.886 -4.016 0.531 0.292
C 1.850 -2.928 0.968 1.124
C 2.174 -3.329 2.449 -0.787
C 2.210 -4.824 2.271 -0.871
H 1.506 -8.967 -0.393 0.338
H 2.424 -9.776 1.046 0.394
H 3.196 -8.591 -0.049 0.327
H 2.552 -7.636 2.096 0.426
H 0.992 -8.245 1.959 0.389
H 0.301 -6.680 0.055 0.634
H 1.996 -6.230 -0.208 0.393
H -0.363 -6.506 2.681 0.379
H -1.077 -5.376 1.442 0.138
H -0.334 -4.786 2.968 0.297
H -0.154 -3.692 0.574 -0.959
H 1.273 -4.282 -0.453 0.384
H 1.422 -1.925 0.972 -0.744
H 2.738 -2.776 0.354 -0.228
H 1.396 -2.780 2.980 0.182
H 3.153 -2.964 2.761 0.415
H 2.084 -5.378 3.202 0.501
H 3.207 -5.105 1.932 0.435
Br 0.320 0.442 0.020 -0.439

---

No. 2
29
Properties=species:S:1:pos:R:3:nbo_charge:R:1 method="wB97M-V/def2-TZVPD" de_lowest_kj_mol=1062.1 homo_ev=-7.99 orbital_gap_ev=8.01
C 3.691 1.324 0.369 -0.242
C 2.359 1.224 0.166 -0.147
C 4.486 0.200 0.038 0.049
C 2.617 -1.106 -0.201 0.054
C 1.840 -0.017 -0.070 -0.267
C 0.387 -0.112 -0.178 0.237
C -2.746 -0.296 0.434 0.129
C -3.093 2.139 -0.497 -0.400
C -1.806 2.063 0.117 -0.312
C -2.502 0.790 -0.441 -0.416
C -2.010 -1.509 0.070 -0.246
C -1.261 -2.182 1.243 -0.622
N 3.971 -0.956 -0.203 -0.412
N -1.229 -1.530 -1.222 -0.320
O 0.061 -0.937 -1.145 -0.367
H 4.191 2.297 0.691 0.223
H 1.863 2.216 0.267 0.233
H 5.596 0.185 -0.065 0.200
H 2.136 -2.107 -0.173 0.205
H -3.923 2.484 0.052 0.232
H -3.218 2.635 -1.502 0.224
H -0.847 2.130 -0.476 0.224
H -1.474 2.051 1.159 0.244
H -1.957 0.532 -1.354 0.208
H -2.854 -2.198 -0.280 0.268
H -1.845 -2.044 2.127 0.238
H -0.314 -1.595 1.321 0.223
H -1.142 -3.224 1.185 0.208
H -0.977 -2.455 -1.431 0.353

---

No. 3
18
Properties=species:S:1:pos:R:3:nbo_charge:R:1 method="wB97M-V/def2-TZVPD" de_lowest_kj_mol=284.3 homo_ev=-7.59 orbital_gap_ev=8.51
N -2.699 -0.004 -0.161 -0.836
C -1.304 0.325 -0.075 -0.148
C -0.198 -0.166 -0.682 0.152
N -0.366 -0.943 -1.821 -0.828
C 1.012 -0.665 0.103 -0.415
C 1.656 0.280 1.153 -0.221
N 1.397 1.721 1.026 -0.858
H -2.856 -0.895 0.306 0.359
H -2.966 -0.224 -1.120 0.340
H -1.112 1.165 0.583 0.177
H -1.267 -0.932 -2.265 0.373
H 0.372 -1.346 -2.365 0.391
H 1.769 -0.969 -0.621 0.191
H 0.681 -1.570 0.595 0.221
H 2.729 0.188 1.004 0.190
H 1.249 -0.080 2.099 0.182
H 1.199 2.160 1.909 0.364
H 0.704 1.955 0.332 0.365

---

No. 4
61
Properties=species:S:1:pos:R:3:nbo_charge:R:1 method="wB97M-V/def2-TZVPD" smiles="O=C1c2ccccc2C(=O)N1Cl.O=S1(=O)CCCC1.O=S1(=O)CCCC1.O=S1(=O)CCCC1" homo_ev=-9.44 orbital_gap_ev=8.64
O -5.839 -5.437 -6.734 -0.506
C -4.791 -5.564 -6.068 0.658
C -3.912 -4.377 -5.489 -0.125
C -4.017 -2.843 -5.638 -0.177
C -2.908 -1.991 -4.921 -0.189
C -1.768 -2.644 -4.053 -0.179
C -1.685 -4.209 -3.909 -0.177
C -2.764 -5.017 -4.660 -0.122
C -3.028 -6.575 -4.795 0.653
O -2.352 -7.483 -4.264 -0.515
N -4.204 -6.884 -5.676 -0.488
Cl -5.245 -7.880 -4.706 0.168
H -4.853 -2.391 -6.265 0.253
H -2.937 -0.857 -5.037 0.251
H -0.975 -2.013 -3.526 0.235
H -0.886 -4.751 -3.312 0.254
O 1.325 -0.981 -5.056 -0.938
S 0.907 0.046 -4.130 2.163
O -0.424 0.616 -4.157 -0.956
C 1.262 -0.509 -2.472 -0.674
C 2.688 -0.042 -2.217 -0.413
C 2.765 1.380 -2.776 -0.403
C 2.114 1.365 -4.161 -0.679
H 1.147 -1.592 -2.409 0.256
H 0.559 -0.017 -1.798 0.230
H 2.935 -0.073 -1.156 0.257
H 3.395 -0.686 -2.749 0.211
H 2.215 2.060 -2.118 0.223
H 3.796 1.738 -2.829 0.225
H 1.614 2.308 -4.381 0.251
H 2.842 1.139 -4.943 0.248
O 1.035 -0.877 0.956 -0.943
S 1.010 0.568 0.994 2.168
O 2.003 1.375 0.318 -0.959
C -0.614 1.119 0.501 -0.679
C -1.408 1.156 1.800 -0.404
C -0.474 1.776 2.841 -0.432
C 0.887 1.092 2.700 -0.682
H -1.030 0.435 -0.239 0.254
H -0.511 2.119 0.073 0.243
H -2.330 1.731 1.689 0.230
H -1.677 0.139 2.104 0.215
H -0.369 2.848 2.645 0.217
H -0.866 1.666 3.849 0.270
H 1.706 1.774 2.928 0.244
H 0.956 0.204 3.332 0.251
O -0.296 1.934 5.754 -0.950
S 0.476 3.156 5.758 2.171
O 0.116 4.299 4.951 -0.936
C 0.683 3.685 7.449 -0.674
C 1.952 2.981 7.911 -0.407
C 2.943 3.107 6.752 -0.401
C 2.194 2.746 5.468 -0.687
H -0.196 3.415 8.033 0.260
H 0.813 4.770 7.445 0.244
H 2.344 3.424 8.829 0.230
H 1.744 1.924 8.107 0.217
H 3.302 4.140 6.691 0.212
H 3.814 2.465 6.894 0.230
H 2.563 3.316 4.614 0.256
H 2.256 1.677 5.256 0.248

---

No. 5
79
Properties=species:S:1:pos:R:3:mulliken_spin:R:1 method="wB97M-V/def2-TZVPD" multiplicity=2 de_lowest_kj_mol=293.8 homo_ev="-5.93 / -8.17" orbital_gap_ev="5.82 / 8.17"
Ti -0.649 2.042 -0.995 0.190
C 2.345 -0.873 -1.684 -0.002
C 1.893 0.390 -1.472 -0.001
N 0.567 0.508 -1.822 0.008
N 0.211 -0.716 -2.377 0.000
C 1.288 -1.556 -2.265 0.001
B -1.097 -0.863 -3.216 0.003
N -2.269 -0.298 -2.410 -0.002
C -3.544 -0.692 -2.052 0.000
C -4.249 0.442 -1.624 0.001
C -3.434 1.542 -1.948 0.001
N -2.240 1.123 -2.293 0.007
N -1.301 -2.259 -3.911 0.000
C -0.519 -2.663 -4.969 0.000
C -1.023 -3.828 -5.483 0.000
C -2.166 -4.107 -4.669 0.000
N -2.296 -3.160 -3.708 0.000
H 3.350 -1.250 -1.600 0.000
H 2.392 1.213 -0.942 0.003
H 1.338 -2.613 -2.536 0.000
H -0.832 -0.161 -4.139 0.000
H -3.806 -1.777 -2.092 0.000
H -5.249 0.541 -1.147 0.000
H -3.758 2.579 -1.974 0.000
H 0.349 -2.173 -5.249 0.000
H -0.624 -4.429 -6.296 0.000
H -2.978 -4.831 -4.706 0.000
C 2.059 3.528 1.756 -0.027
C 1.175 3.615 0.575 0.377
O 0.899 2.472 -0.033 0.026
C 0.760 4.904 0.082 -0.053
C 1.428 6.091 0.606 0.189
C 1.010 7.309 0.128 -0.092
C 0.031 7.387 -0.866 0.193
C -0.610 6.200 -1.399 -0.110
C -0.215 4.925 -0.936 0.168
O -0.805 3.840 -1.464 0.012
H 2.728 2.687 1.562 0.030
H 1.535 3.249 2.679 0.031
H 2.516 4.541 1.910 0.008
H 2.046 6.043 1.505 0.024
H 1.467 8.262 0.425 -0.002
H -0.411 8.373 -1.173 0.012
H -1.342 6.279 -2.219 -0.005
C -4.403 -1.917 1.366 0.000
O -2.982 -2.082 1.051 0.000
C -2.103 -2.502 1.991 0.001
C -2.626 -3.198 3.147 0.000
C -1.675 -3.525 4.143 0.000
Br -2.213 -4.539 5.642 0.000
C -0.320 -3.245 3.935 0.000
C 0.156 -2.630 2.722 0.000
C -0.730 -2.229 1.746 -0.002
O -0.382 -1.508 0.684 -0.001
C 1.555 -2.390 2.478 -0.001
N 1.990 -1.422 1.630 0.000
C 3.381 -1.571 1.654 -0.001
C 4.334 -0.683 1.167 0.004
C 5.667 -1.033 1.236 0.000
C 6.020 -2.265 1.841 0.000
C 5.104 -3.191 2.333 0.000
C 3.753 -2.785 2.253 0.000
N 2.580 -3.248 2.896 0.000
H -4.891 -2.842 1.728 0.000
H -4.852 -1.587 0.404 0.000
H -4.540 -1.151 2.152 0.000
H -3.699 -3.456 3.244 0.000
H 0.346 -3.522 4.703 0.000
H 0.624 -1.408 0.740 0.001
H 4.002 0.295 0.800 -0.001
H 6.469 -0.521 0.749 0.000
H 7.052 -2.599 2.016 0.000
H 5.331 -4.229 2.695 0.000
H 2.377 -4.221 3.150 0.000
C -2.284 1.881 1.681 -0.002
O -1.703 1.751 0.391 0.011
H -2.949 2.769 1.781 0.000
H -1.521 2.010 2.436 0.004
H -2.841 0.957 1.856 0.000

---

No. 6
18
Properties=species:S:1:pos:R:3:nbo_charge:R:1 method="wB97M-V/def2-TZVPD" de_lowest_kj_mol=247.2 smiles="C=P(C)(C)C#CC" homo_ev=-7.61 orbital_gap_ev=8.42
C -1.471 -1.015 1.988 -1.175
P -0.384 -0.281 0.946 1.493
C -0.035 1.416 1.459 -0.962
C 1.165 -1.266 1.132 -0.933
C -0.309 0.030 -0.863 -0.435
C -0.178 0.234 -2.047 0.045
C 0.011 0.539 -3.423 -0.708
H -1.217 -2.172 1.935 0.227
H -2.493 -0.723 2.186 0.239
H 0.236 2.036 0.478 0.246
H -0.851 1.870 1.932 0.248
H 0.857 1.331 2.147 0.242
H 1.317 -1.011 2.160 0.242
H 1.066 -2.295 0.748 0.257
H 2.032 -0.815 0.588 0.239
H -0.858 1.084 -3.959 0.245
H 0.759 1.377 -3.380 0.243
H 0.353 -0.339 -4.025 0.246

---

No. 7
9
Properties=species:S:1:pos:R:3:nbo_charge:R:1 method="wB97M-V/def2-TZVPD" de_lowest_kj_mol=128.0 homo_ev="-9.72 / -8.47" orbital_gap_ev="9.01 / 7.17"
C -0.261 -0.701 1.171 -0.798
O 2.163 0.631 -0.888 -0.839
O -0.057 -0.267 -1.545 -1.022
Si -0.758 0.486 -0.117 1.287
S 1.502 -0.586 -1.327 1.243
H 0.579 -1.498 0.916 0.218
H -2.328 0.563 -0.311 -0.164
H -0.518 -0.623 2.305 0.219
H -0.323 1.995 -0.205 -0.144

---

No. 8
61
Properties=species:S:1:pos:R:3:nbo_charge:R:1 method="wB97M-V/def2-TZVPD" de_lowest_kj_mol=11.9 homo_ev=-12.94 charge=+2 orbital_gap_ev=4.94
V -0.565 -0.813 -0.180 1.114
C -3.635 -0.345 3.037 -0.691
C -2.469 -0.618 2.168 0.307
N -2.051 0.108 1.192 -0.068
O -2.818 1.176 0.856 -0.516
C -1.536 -1.753 2.383 0.303
C -1.275 -2.428 3.673 -0.682
N -0.879 -1.927 1.301 -0.011
O 0.284 -2.319 0.924 -0.348
H -4.039 0.643 2.847 0.278
H -3.339 -0.432 4.084 0.263
H -4.411 -1.093 2.854 0.268
H -2.162 1.909 0.811 0.524
H -0.926 -1.679 4.388 0.280
H -0.518 -3.199 3.561 0.264
H -2.193 -2.868 4.066 0.268
O -1.588 -0.007 -1.326 -0.452
C -2.334 -0.077 -2.441 0.300
C -2.980 1.062 -2.907 -0.211
C -3.756 0.962 -4.042 -0.150
C -3.894 -0.261 -4.703 -0.180
C -3.249 -1.384 -4.232 -0.168
C -2.451 -1.307 -3.085 -0.111
C -1.726 -2.434 -2.542 0.406
N -0.967 -2.444 -1.433 -0.455
C -0.425 -3.721 -1.333 -0.087
C -0.875 -4.471 -2.363 -0.034
N -1.687 -3.651 -3.108 -0.480
H -2.863 1.995 -2.372 0.247
H -4.268 1.836 -4.420 0.247
H -4.511 -0.328 -5.587 0.247
H -3.377 -2.321 -4.759 0.217
H 0.224 -4.003 -0.528 0.259
H -0.700 -5.500 -2.622 0.258
H -2.169 -3.914 -3.952 0.446
N 5.601 4.393 2.270 -0.746
C 4.421 3.752 2.157 0.254
C 4.178 2.566 2.883 -0.281
C 2.979 1.915 2.768 -0.122
C 1.992 2.435 1.924 -0.427
C 2.213 3.607 1.191 -0.121
C 3.412 4.257 1.307 -0.280
S 0.508 1.617 1.774 2.336
O 0.251 0.774 2.905 -0.932
O -0.517 2.516 1.305 -0.957
N 0.660 0.505 0.479 -0.745
C 1.735 0.206 -0.326 0.597
N 2.938 0.724 -0.358 -0.442
C 3.746 0.199 -1.283 0.154
C 3.370 -0.822 -2.152 -0.309
C 2.084 -1.309 -2.037 0.138
N 1.278 -0.777 -1.123 -0.456
H 6.288 4.092 2.938 0.408
H 5.748 5.283 1.828 0.409
H 4.942 2.183 3.548 0.232
H 2.786 1.017 3.338 0.242
H 1.434 4.005 0.555 0.243
H 3.586 5.175 0.761 0.232
H 4.745 0.616 -1.328 0.230
H 4.056 -1.217 -2.885 0.262
H 1.691 -2.107 -2.653 0.230